{
  "formula": "C6H10O",
  "method": "ωB97M-V/def2-TZVPD",
  "symbols": ["C", "C", "C", "C", "O", "C", "C", "H", "H", "H", "H", "H", "H", "H", "H", "H", "H"],
  "xyz": [[-2.104, 0.026, -1.424], [-1.261, 0.264, -0.162], [-1.945, 0.322, 1.033], [2.554, -0.074, 0.654], [3.016, -0.503, -0.659], [1.097, 0.143, 0.849], [0.148, 0.050, -0.153], [-1.618, -0.786, -1.992], [-2.009, 1.028, -1.895], [-3.028, -0.484, -1.150], [-3.039, 0.288, 1.131], [-1.559, 0.461, 2.041], [2.895, -0.885, 1.297], [3.243, 0.771, 0.878], [2.380, -1.127, -1.019], [0.731, 0.598, 1.774], [0.499, -0.092, -1.204]],
  "forces_ev_per_a": [[2.188, -0.113, 0.694], [0.213, -1.582, 1.547], [-1.582, 0.484, 1.192], [1.052, -0.564, -0.252], [-0.278, 0.467, 0.030], [-0.937, 0.603, -0.105], [0.000, 0.444, -2.494], [0.251, 0.673, -0.380], [-1.237, -0.963, -0.576], [-0.606, 1.105, -0.083], [0.211, 0.063, -0.666], [0.738, -0.061, -0.367], [0.124, -0.088, 0.629], [-0.592, -0.039, -0.063], [-0.274, 0.045, 0.159], [0.542, -0.324, 0.069], [0.188, -0.148, 0.665]],
  "mulliken_charge": [-1.2677, 0.5518, -1.2324, -0.3332, -0.5425, -0.4492, -0.1451, 0.2768, 0.2549, 0.3651, 0.2283, 0.2266, 0.2038, 0.2269, 0.2854, 0.1773, 0.1734],
  "energy_ha": -309.7547,
  "largest_force_ev_per_a": 2.533,
  "total_charge": -1,
  "spin_multiplicity": 2,
  "de_lowest_ev": 0.9096,
  "orbital_gap_ev": [3.947, 6.570],
  "e_lumo_ha": [0.1484, 0.1470]
}